--- w ---
Molecular formula: C5H18NO2
Method: DFT, wB97M-V/def2-TZVPD

```
26
Properties=species:S:1:pos:R:3
C 0.525 -0.927 -0.228
C 0.661 0.513 0.446
C 0.426 1.734 -0.358
C 2.139 0.437 0.911
C 2.525 1.744 1.657
N -0.957 -1.206 -0.485
H 1.222 -0.824 -1.173
H 1.008 -1.733 0.276
H 0.007 0.665 1.353
H 0.531 2.616 0.283
H -0.637 1.971 -0.806
H 1.252 2.043 -1.117
H 2.771 0.366 0.007
H 2.155 -0.453 1.572
H 1.726 2.026 2.253
H 2.806 2.570 0.934
H 3.488 1.685 2.396
H -1.281 -1.852 0.281
H -1.272 -1.637 -1.365
H -1.599 -0.360 -0.411
H -0.658 -2.695 -3.231
H -2.228 -2.336 -3.435
O -1.547 -2.434 -2.787
H -3.373 1.170 1.189
H -2.453 0.306 2.127
O -2.755 0.423 1.248
```

HOMO-LUMO gap (eV): 11.4
Total charge: +1
HOMO (eV): -14.37



--- x ---
Molecular formula: C5H18NO2
Method: DFT, wB97M-V/def2-TZVPD

```
26
Properties=species:S:1:pos:R:3
C -0.884 2.153 -1.081
C -0.956 0.994 0.080
C 0.107 1.386 1.090
C 0.409 0.226 2.128
C -0.755 -0.131 3.050
N -0.790 -0.249 -0.453
H 0.152 2.220 -1.403
H -1.521 1.929 -1.936
H -1.195 3.089 -0.628
H -1.919 1.158 0.612
H -0.249 2.250 1.654
H 1.077 1.608 0.648
H 1.303 0.521 2.672
H 0.648 -0.615 1.479
H -1.616 -0.408 2.432
H -1.071 0.748 3.618
H -0.592 -0.940 3.757
H -1.724 -5.807 0.503
H -1.185 -5.649 0.035
H -1.435 -0.341 -1.265
H 0.779 -0.247 -1.217
H 2.038 0.035 -2.121
O 1.713 -0.045 -1.218
H 2.836 -0.748 -4.641
H 2.304 -2.018 -3.993
O 2.526 -1.117 -3.802
```

HOMO-LUMO gap (eV): 6.0
Total charge: +1
HOMO (eV): -14.89



--- y ---
Molecular formula: C5H18NO2
Method: DFT, wB97M-V/def2-TZVPD

```
26
Properties=species:S:1:pos:R:3
C -0.549 1.059 0.254
C -0.550 -0.514 0.016
C 0.797 -1.005 -0.670
C -1.591 -0.827 -0.940
C -1.843 -2.324 -1.127
N 0.693 1.631 0.947
H -0.459 1.453 -0.748
H -1.332 1.447 0.921
H -0.531 -1.092 1.000
H 0.667 -2.095 -0.585
H 1.649 -0.873 -0.109
H 1.000 -0.679 -1.670
H -1.405 -0.418 -2.011
H -2.610 -0.442 -0.486
H -2.549 -2.789 -0.434
H -0.879 -2.873 -1.003
H -2.123 -2.465 -2.219
H 0.594 2.679 1.082
H 1.458 1.615 0.303
H 0.905 1.199 1.910
H 1.286 3.640 -1.643
H 2.445 2.710 -1.252
O 1.604 3.013 -1.055
H 0.323 -0.748 3.298
H 1.818 -0.995 3.056
O 1.182 -0.309 3.166
```

HOMO-LUMO gap (eV): 11.2
Total charge: +1
HOMO (eV): -14.21



Which of them is the most stable? Correct choice: y.



--- w ---
Molecular formula: C5H8O2
Method: DFT, wB97M-V/def2-TZVPD

```
15
Properties=species:S:1:pos:R:3
C 1.774 -0.377 -0.442
C -0.936 1.555 0.178
C -0.710 0.081 0.023
C 0.382 -0.298 -0.941
C -1.367 -0.863 0.684
O 2.066 -0.690 0.814
O 0.836 -1.614 -0.977
H 1.336 -1.319 1.056
H 2.622 0.045 -0.976
H 0.288 0.204 -1.910
H -1.184 2.009 -0.783
H -1.749 1.753 0.874
H -0.032 2.046 0.543
H -1.149 -1.906 0.503
H -2.178 -0.625 1.353
```

HOMO-LUMO gap (eV): 10.4
SMILES: C=C(C)[C@@H]1O[C@@H]1O
HOMO (eV): -9.45



--- x ---
Molecular formula: C5H8O2
Method: DFT, wB97M-V/def2-TZVPD

```
15
Properties=species:S:1:pos:R:3
C -0.139 0.116 -0.750
C 0.568 0.404 0.399
C -1.351 1.976 -0.010
C 1.464 -1.198 -0.352
C 1.184 -2.357 0.224
O -2.439 1.372 0.607
O -1.366 3.165 -0.214
H -3.106 2.068 0.779
H -0.990 -0.550 -0.710
H 0.194 0.487 -1.711
H 1.354 1.147 0.378
H 0.170 0.090 1.354
H 2.320 -1.017 -0.994
H 0.303 -2.478 0.851
H 1.834 -3.227 0.148
```

HOMO-LUMO gap (alpha / beta) (eV): 6.9 / 6.9
HOMO (alpha / beta) (eV): -6.96 / -6.97



--- y ---
Molecular formula: C5H8O2
Method: DFT, wB97M-V/def2-TZVPD

```
15
Properties=species:S:1:pos:R:3
C -1.605 -0.667 -0.025
C -0.455 0.321 -0.198
O -1.016 1.562 -0.531
C 0.525 0.236 1.023
C 1.591 -0.495 0.167
C 0.819 0.034 -1.027
O 1.176 0.533 -2.066
H -2.252 -0.227 0.745
H -2.204 -0.782 -0.932
H -1.285 -1.650 0.335
H -0.438 1.971 -1.192
H 0.839 1.236 1.328
H 0.138 -0.319 1.881
H 2.631 -0.168 0.247
H 1.537 -1.584 0.244
```

HOMO-LUMO gap (eV): 10.7
SMILES: C[C@@]1(O)CCC1=O
HOMO (eV): -9.75



--- z ---
Molecular formula: C5H8O2
Method: DFT, wB97M-V/def2-TZVPD

```
15
Properties=species:S:1:pos:R:3
C 0.820 0.779 1.258
C -0.382 0.577 0.796
C 0.387 -0.581 0.211
C -1.825 1.101 0.564
C 1.012 -0.406 -1.159
O 0.342 -1.850 0.697
O 0.299 -0.895 -2.245
H 1.500 1.399 1.862
H -1.695 1.521 -0.425
H -2.155 1.897 1.193
H -2.407 0.255 0.499
H 2.020 -0.945 -1.201
H 1.169 0.803 -1.317
H 0.531 -1.801 1.651
H 0.385 -1.854 -2.385
```

HOMO-LUMO gap (eV): 9.5
SMILES: CC1=C[C@]1(O)CO
HOMO (eV): -8.62



Which of them is the most stable? Correct choice: y.